Entry 1:
Density functional theory data (ωB97M-V with the def2-TZVPD basis set) for 26 unconnected molecules or ions with the total composition C2H54NO27 in a non-equilibrium geometry.

The geometry in XYZ format:
```
84
Properties=species:S:1:pos:R:3:lowdin_charge:R:1
N -1.70920 2.24809 0.53634 -0.144
C -0.94360 0.99146 0.45401 -0.343
C 0.39621 1.29925 -0.11557 -0.513
O 1.29448 1.84858 0.46415 0.065
O 0.53701 0.93707 -1.45551 0.023
H -1.76214 2.59318 -0.42235 -0.067
H -1.46813 0.30095 -0.21115 0.080
H -0.82911 0.59419 1.43727 0.054
H 1.36303 0.45537 -1.52092 0.079
O -2.39402 1.11416 -2.83862 -0.061
H -2.38464 0.53067 -3.60355 -0.004
H -1.47312 1.37992 -2.72239 0.015
O -0.09432 0.04570 3.42712 -0.049
H -0.85738 0.22487 3.98220 0.010
H 0.66037 0.41403 3.90210 0.003
O 2.78227 0.57106 4.04923 -0.055
H 2.73017 0.56685 3.07881 0.029
H 3.60090 1.03473 4.24510 -0.014
O -1.41681 2.55282 4.63286 -0.070
H -1.03234 3.43068 4.72619 0.018
H -1.48237 2.43186 3.67087 0.053
O 1.14361 4.06298 4.92423 -0.037
H 1.84118 3.44633 4.67751 0.039
H 1.52374 4.93847 4.81204 0.044
O -4.45824 0.98998 0.22800 -0.115
H -4.40675 1.10363 -0.72706 0.018
H -3.71007 1.55834 0.53762 0.008
O -3.36898 -0.45038 2.48392 -0.059
H -3.79889 -1.25690 2.78022 0.027
H -3.82971 -0.22407 1.65489 -0.001
O -1.52518 0.05621 -5.61985 -0.052
H -1.54896 0.03157 -6.58745 0.022
H -0.70468 0.51609 -5.41102 0.068
O -3.91719 -1.36318 -1.79095 -0.052
H -4.17956 -0.81630 -1.03633 0.018
H -4.75260 -1.66133 -2.16871 0.017
O 3.55115 -0.61236 1.38596 -0.049
H 3.05831 -1.37016 1.05921 0.028
H 4.34044 -0.60832 0.84265 0.023
O 5.17834 1.93088 5.19164 -0.047
H 4.45215 2.10827 5.79984 0.056
H 5.96311 2.22507 5.66432 0.058
O -0.32894 2.17725 7.37606 -0.049
H -0.86609 2.45556 6.62550 0.003
H 0.46967 2.70505 7.29976 0.026
O -3.20716 -4.08923 -2.57145 -0.073
H -2.96278 -3.20071 -2.27058 0.000
H -3.24836 -3.99700 -3.52770 0.011
O 3.27459 -1.91307 -1.13389 -0.045
H 2.77946 -2.67642 -1.45341 0.028
H 4.06871 -1.90549 -1.67630 0.009
O -3.27734 0.17959 6.23116 -0.061
H -3.29469 0.16075 5.26758 0.017
H -2.45901 0.63223 6.44835 -0.006
O -1.34499 -3.76345 0.31516 -0.048
H -1.74645 -4.57521 0.63442 0.027
H -1.82562 -3.56781 -0.49447 0.003
O 6.02528 -0.62898 -2.47367 -0.038
H 6.41742 0.23740 -2.32229 0.058
H 5.84889 -0.64877 -3.42112 0.050
O -1.12736 -0.77633 8.26774 -0.062
H -0.41699 -1.36469 7.99994 0.031
H -0.74138 0.10642 8.19083 -0.001
O -6.90712 -2.05117 -3.25360 -0.041
H -7.29335 -2.86334 -2.91351 0.039
H -7.38446 -1.87823 -4.06890 0.033
O -2.65653 -2.67828 -5.72736 -0.054
H -2.24618 -1.81193 -5.58155 0.000
H -2.77526 -2.72527 -6.67878 0.023
O 3.09370 -4.32096 -3.15347 -0.042
H 2.59018 -5.07926 -3.46274 0.043
H 3.88570 -4.31932 -3.69785 0.037
O 6.79323 2.73837 2.78206 -0.061
H 6.10503 2.41174 3.37612 -0.005
H 7.49731 2.08912 2.85369 0.028
O -2.69979 0.13547 -8.47624 -0.051
H -3.04304 -0.32154 -9.24803 0.040
H -3.08637 1.01669 -8.50872 0.033
O 8.44436 -1.62766 -4.18008 -0.063
H 7.75628 -1.45770 -3.52521 -0.010
H 9.25306 -1.31781 -3.76472 0.033
O -1.72131 2.58765 -7.12044 -0.058
H -2.00760 2.24910 -6.26064 0.030
H -2.00316 3.50694 -7.11848 0.044
```

Its charge is -1. The HOMO-LUMO gap comes out at 3.58 eV. The LUMO energy comes out at 1.55 eV. The highest occupied orbital energy is -2.035 eV.


Entry 2:
Density functional theory data (ωB97M-V with the def2-TZVPD basis set) for a single C17H14N2O3 molecule in a non-equilibrium geometry.

The geometry in XYZ format:
```
36
Properties=species:S:1:pos:R:3:nbo_charge:R:1
C 4.96148 2.72807 -0.23283 -0.640
C 3.66863 1.99991 -0.24722 0.147
C 3.28754 0.92069 -1.08105 -0.348
C 2.00355 0.63734 -0.69014 0.303
C 1.06186 -0.37349 -1.14329 0.016
C 1.52429 -1.62208 -1.55127 -0.205
C 0.63451 -2.60609 -1.93909 -0.204
C -0.72822 -2.35659 -1.92113 -0.206
C -1.19910 -1.11687 -1.52504 -0.184
C -0.31442 -0.12135 -1.13322 -0.119
C -0.82349 1.25302 -0.85239 0.684
O -0.45905 2.21875 -1.49116 -0.588
N -1.80673 1.36635 0.08041 -0.611
C -2.37620 0.39181 0.91183 0.057
C -3.75698 0.38038 1.07731 -0.202
C -4.37535 -0.54879 1.89315 -0.235
C -3.61105 -1.48686 2.56289 -0.198
C -2.23468 -1.47481 2.42743 -0.299
C -1.60143 -0.53894 1.62015 0.361
O -0.24843 -0.48984 1.51800 -0.678
O 1.66025 1.47310 0.30303 -0.265
N 2.69132 2.30139 0.56937 -0.129
H 5.78178 2.03639 -0.04687 0.222
H 5.13028 3.20559 -1.19667 0.226
H 4.94286 3.48551 0.54487 0.236
H 3.86137 0.45702 -1.85560 0.230
H 2.58588 -1.81864 -1.54913 0.218
H 1.00350 -3.57134 -2.25285 0.216
H -1.42459 -3.12505 -2.22180 0.217
H -2.26068 -0.91598 -1.53197 0.222
H -2.22319 2.28876 0.12649 0.413
H -4.34630 1.11637 0.54996 0.215
H -5.44844 -0.53948 2.00298 0.217
H -4.07986 -2.22092 3.19966 0.217
H -1.63011 -2.19058 2.96894 0.208
H 0.14919 -1.14278 2.10627 0.488
```

Its charge is 0. The HOMO-LUMO gap comes out at 9.03 eV. The LUMO energy comes out at 0.55 eV. The highest occupied orbital energy is -8.480 eV. Its structure (SMILES) is Cc1cc(-c2ccccc2C(=O)Nc2ccccc2O)on1.


Entry 3:
Density functional theory data (ωB97M-V with the def2-TZVPD basis set) for 3 unconnected molecules or ions with the total composition C3H12O2S in a non-equilibrium geometry.

The geometry in XYZ format:
```
18
Properties=species:S:1:pos:R:3:nbo_charge:R:1
C 2.10542 -0.27693 -1.88091 -0.632
C 0.70544 -0.41782 -1.28627 -0.515
S 0.11482 1.29623 -1.00776 0.169
C -1.24463 0.88344 0.13856 -0.747
H 2.68883 0.40184 -1.24819 0.225
H 2.11815 -0.08604 -2.94683 0.219
H 2.65499 -1.22211 -1.80151 0.212
H 0.70564 -0.96811 -0.33969 0.205
H -0.08261 -0.90676 -1.87613 0.205
H -0.79460 0.56526 1.10797 0.233
H -1.68519 1.85566 0.32428 0.232
H -1.84332 0.06824 -0.26275 0.189
O -2.47365 -2.21540 1.06593 -0.918
H -1.72602 -2.06612 0.45974 0.460
H -2.99159 -1.45246 0.77947 0.461
O 0.97866 -0.01241 3.09517 -0.953
H 1.07406 -0.86999 3.52213 0.478
H 0.66536 0.65492 3.72806 0.478
```

Its charge is 0. The HOMO-LUMO gap comes out at 9.08 eV. The LUMO energy comes out at 0.66 eV. The highest occupied orbital energy is -8.422 eV. Its structure (SMILES) is CCSC.O.O.